{"formula": "C20H24IrN3PSe2Si", "method": "ωB97M-V/def2-TZVPD", "molar_mass_g_mol": 715.63, "multiplicity": 2, "de_lowest_kj_mol": 49.3, "max_force_ev_per_a": 1.50, "e_homo_ha": [-0.554, -0.556], "charge": 2, "total_energy_ev": -176279.836, "homo_lumo_gap_ev": [6.386, 6.066], "symbols": ["Ir", "Se", "C", "N", "Se", "N", "C", "C", "C", "C", "C", "C", "N", "H", "H", "H", "H", "C", "P", "C", "C", "C", "C", "C", "C", "C", "H", "H", "H", "H", "H", "H", "H", "H", "H", "H", "H", "C", "Si", "C", "C", "C", "C", "H", "H", "H", "H", "H", "H", "H", "H", "H"], "positions_angstrom": [[-0.3803, 1.3456, 0.8879], [-1.1630, 1.0966, 3.0957], [0.4901, 1.4355, 3.8313], [1.5298, 1.6373, 4.2840], [1.3458, 4.0369, -0.4468], [-0.0823, 3.2917, 0.4131], [-1.0250, 4.2477, 0.5599], [-2.3173, 4.1096, 1.1232], [-3.1063, 5.2162, 1.1940], [-2.6912, 6.5035, 0.7167], [-1.4797, 6.6737, 0.1474], [-0.6107, 5.5385, 0.0458], [0.5835, 5.6043, -0.5038], [-2.6736, 3.1540, 1.4764], [-4.0951, 5.1266, 1.6258], [-3.3708, 7.3387, 0.8133], [-1.1391, 7.6265, -0.2330], [1.9322, 0.0177, -0.9613], [1.6534, 0.3049, 0.8010], [3.0363, 1.3112, 1.3649], [1.6773, -1.2368, 1.6553], [2.2603, -1.3419, 2.9246], [2.3171, -2.5803, 3.5397], [1.7780, -3.6959, 2.9115], [1.1808, -3.5892, 1.6597], [1.1185, -2.3612, 1.0310], [1.0821, -0.4655, -1.4412], [2.8113, -0.6224, -1.0503], [2.1230, 0.9659, -1.4655], [3.9328, 0.7091, 1.1984], [2.9584, 1.5725, 2.4175], [3.1119, 2.2213, 0.7775], [2.6725, -0.4788, 3.4272], [2.7842, -2.6749, 4.5104], [1.8151, -4.6578, 3.4058], [0.7637, -4.4634, 1.1789], [0.6440, -2.2822, 0.0602], [-4.5794, -1.6291, -2.0792], [-4.4040, -1.3266, -0.2671], [-4.3682, -2.9015, 0.6962], [-5.6845, -0.1344, 0.3520], [-2.7724, -0.4113, 0.0596], [-1.7561, 0.2320, 0.3236], [-5.5775, -2.0389, -2.2509], [-3.8493, -2.3517, -2.4481], [-4.4835, -0.7168, -2.6705], [-5.3355, -3.3918, 0.5641], [-4.2133, -2.7495, 1.7659], [-3.5931, -3.5771, 0.3310], [-6.6760, -0.5622, 0.1890], [-5.6320, 0.8147, -0.1855], [-5.5814, 0.0660, 1.4211]], "forces_ev_per_angstrom": [[-0.08, 1.42, 0.47], [0.04, -0.47, 0.28], [-0.13, 0.10, 0.13], [0.04, 0.03, -0.05], [-0.01, 0.14, -0.03], [0.54, 0.40, -0.38], [-0.07, 0.05, 0.03], [0.23, -0.06, -0.08], [-0.03, 0.18, -0.03], [-0.13, -0.10, 0.07], [0.12, -0.05, -0.03], [-0.17, 0.08, 0.08], [0.10, -0.18, -0.03], [-0.03, -0.04, 0.03], [0.01, 0.00, 0.00], [-0.01, -0.02, 0.00], [0.02, -0.01, 0.00], [-0.09, 0.06, -0.02], [0.13, -0.04, -0.29], [-0.07, -0.03, 0.03], [-0.18, -0.18, 0.11], [0.04, -0.06, -0.12], [-0.04, -0.01, 0.02], [-0.02, -0.02, 0.04], [-0.04, 0.02, 0.01], [0.04, 0.04, 0.04], [0.01, -0.04, 0.06], [0.04, -0.01, -0.05], [0.03, -0.01, 0.00], [0.03, 0.01, 0.02], [-0.02, -0.03, 0.03], [0.03, 0.05, -0.06], [0.05, 0.00, -0.01], [-0.02, 0.00, 0.00], [0.04, 0.00, -0.02], [0.01, 0.00, 0.01], [0.01, 0.01, 0.00], [0.20, 0.04, -0.18], [-0.26, 0.17, 0.02], [0.19, -0.09, 0.15], [0.02, 0.10, 0.10], [0.10, 0.05, -0.10], [-0.42, -1.40, -0.18], [0.01, -0.02, -0.04], [-0.04, -0.01, 0.00], [-0.04, -0.02, 0.03], [0.02, -0.05, 0.01], [-0.03, 0.02, -0.03], [-0.04, -0.04, 0.00], [-0.02, 0.03, 0.00], [-0.05, -0.02, 0.00], [-0.01, -0.02, -0.04]]}


{"formula": "C37H53Cl2F3O6", "method": "ωB97M-V/def2-TZVPD", "molar_mass_g_mol": 721.73, "max_force_ev_per_a": 5.32, "e_homo_ha": -0.341, "charge": 0, "total_energy_ev": -84706.816, "homo_lumo_gap_ev": 9.510, "symbols": ["F", "C", "C", "C", "C", "C", "C", "H", "H", "H", "H", "H", "F", "C", "C", "C", "C", "C", "C", "H", "H", "H", "H", "H", "F", "C", "C", "C", "C", "C", "C", "H", "H", "H", "H", "H", "C", "C", "C", "O", "H", "H", "H", "H", "H", "H", "C", "C", "C", "O", "H", "H", "H", "H", "H", "H", "C", "C", "C", "O", "H", "H", "H", "H", "H", "H", "C", "C", "C", "O", "H", "H", "H", "H", "H", "H", "C", "C", "C", "O", "H", "H", "H", "H", "H", "H", "C", "C", "C", "O", "H", "H", "H", "H", "H", "H", "Cl", "C", "Cl", "H", "H"], "positions_angstrom": [[-1.8561, 8.8050, 3.8651], [-2.8898, 8.3064, 3.1586], [-2.8920, 6.9694, 2.8272], [-3.8618, 6.4493, 1.9893], [-4.8401, 7.2686, 1.4536], [-4.8302, 8.6255, 1.8228], [-3.8784, 9.1795, 2.7273], [-2.0793, 6.3553, 3.1861], [-3.8368, 5.4151, 1.6791], [-5.6585, 6.8525, 0.8849], [-5.6998, 9.1936, 1.5273], [-3.9297, 10.2215, 3.0067], [4.5376, -8.7150, 2.0439], [4.5765, -8.0586, 0.9413], [4.5680, -6.6641, 0.9764], [4.8146, -6.0109, -0.2234], [4.9714, -6.7552, -1.3694], [4.7104, -8.0929, -1.4036], [4.6157, -8.7807, -0.1676], [4.6666, -6.0505, 1.8597], [4.8714, -4.9413, -0.3617], [5.0886, -6.2287, -2.3051], [4.7045, -8.6148, -2.3491], [4.6089, -9.8563, -0.2648], [-3.7981, 4.3709, -8.0662], [-4.7272, 3.6871, -7.2908], [-4.6302, 3.7049, -5.9207], [-5.6067, 3.0294, -5.2121], [-6.5814, 2.3043, -5.8654], [-6.7242, 2.3831, -7.2374], [-5.7731, 3.1148, -7.9976], [-3.8744, 4.2076, -5.3355], [-5.4303, 2.8153, -4.1683], [-7.1865, 1.6398, -5.2665], [-7.5063, 1.9007, -7.8048], [-5.8864, 3.1593, -9.0708], [2.0881, -1.5834, 8.4851], [2.4279, -0.2260, 7.8113], [2.5037, 0.9676, 8.6152], [2.5549, -0.2115, 6.5462], [1.0912, -1.5211, 8.9213], [2.8656, -1.9314, 9.1652], [2.0364, -2.3177, 7.6812], [3.5203, 1.1793, 8.9466], [1.8575, 0.8907, 9.4896], [2.1527, 1.8288, 8.0466], [-7.5636, -1.0423, 2.5750], [-6.4992, -1.9463, 3.1373], [-6.9589, -2.8900, 4.1690], [-5.3318, -1.9580, 2.6569], [-7.3107, -0.8228, 1.5377], [-7.5627, -0.0773, 3.0820], [-8.5868, -1.4164, 2.5406], [-7.0916, -2.3402, 5.1008], [-6.1855, -3.6559, 4.2262], [-7.8188, -3.4537, 3.8071], [-2.6494, -2.1207, -10.0278], [-1.1369, -2.1278, -9.7596], [-0.6442, -1.1874, -8.6537], [-0.2969, -2.6620, -10.4709], [-3.1662, -1.3485, -9.4579], [-3.0082, -3.1224, -9.7914], [-2.8844, -1.9584, -11.0797], [-1.0050, -0.2306, -9.0312], [0.4289, -1.2641, -8.4785], [-1.1222, -1.2948, -7.6800], [7.1731, 7.2045, 4.2421], [6.3456, 5.9610, 4.2170], [4.9155, 6.0473, 3.6923], [6.7127, 4.9152, 4.7310], [6.7606, 8.2098, 4.1572], [7.8575, 7.0865, 3.4021], [7.6832, 7.2667, 5.2034], [4.9500, 6.4293, 2.6720], [4.3734, 6.8704, 4.1578], [4.3322, 5.1327, 3.7997], [-2.5789, -6.9143, -2.7113], [-3.3592, -7.7136, -1.6586], [-3.1984, -7.4142, -0.1977], [-4.1550, -8.5912, -2.0380], [-2.9402, -7.3370, -3.6488], [-1.5165, -7.1524, -2.6582], [-2.7656, -5.8530, -2.5476], [-3.1086, -8.3390, 0.3722], [-3.9567, -6.7146, 0.1537], [-2.1982, -6.9846, -0.2546], [9.4553, -0.2199, 1.7229], [8.9674, 0.2671, 0.3895], [7.5261, 0.6726, 0.1891], [9.6834, 0.3389, -0.5861], [10.4561, -0.6351, 1.6040], [8.7234, -0.8707, 2.2014], [9.5762, 0.7515, 2.2025], [7.5829, 1.6858, 0.5871], [6.9140, -0.0150, 0.7726], [7.3143, 0.5622, -0.8744], [0.8094, 2.2897, -1.1534], [0.6388, 0.7738, -0.1608], [0.7078, -0.5485, -1.2149], [1.2698, 0.7265, 0.7267], [-0.4120, 0.7661, 0.1288]], "forces_ev_per_angstrom": [[-0.07, -0.15, 0.27], [-0.30, 0.71, -0.36], [0.51, -0.27, -0.01], [-0.03, -0.03, -0.42], [0.26, 1.00, 0.97], [-0.13, -0.32, 0.98], [-0.84, -1.21, -1.40], [0.03, -0.08, 0.07], [0.10, -0.17, 0.25], [0.10, 0.12, -0.26], [0.19, 0.44, -0.16], [0.18, -0.04, 0.08], [-0.17, -1.40, 3.30], [-0.16, 2.23, 0.30], [1.14, 0.82, -0.72], [-0.06, -0.28, 0.26], [-1.05, 0.64, -1.52], [0.78, -0.73, 1.07], [-0.08, -0.72, -4.48], [-0.53, -0.49, 0.46], [0.09, 0.14, 0.62], [0.19, 0.07, -0.13], [0.05, -0.19, 0.06], [-0.19, -0.09, 0.79], [-0.54, -0.58, 0.94], [0.47, 1.27, -1.78], [-0.23, 0.16, 0.44], [0.73, -1.12, -0.08], [-0.55, -0.24, 0.14], [1.04, 0.79, -1.07], [-0.82, -0.93, 1.48], [0.34, 0.11, -0.53], [-0.25, 0.46, 0.25], [-0.36, 0.07, -0.11], [-0.16, -0.22, 0.30], [0.34, 0.21, 0.01], [0.30, 0.56, -1.27], [-0.07, -2.64, -4.62], [-0.37, 1.73, 0.91], [-0.28, 0.21, 4.08], [0.20, 0.02, 0.45], [-0.23, 0.31, 0.38], [0.00, 0.06, -0.01], [0.07, -0.12, 0.03], [0.17, -0.10, 0.17], [0.20, -0.02, -0.14], [0.23, 0.75, -0.96], [2.50, 0.09, -2.47], [1.02, -1.11, -0.05], [-3.42, 0.19, 1.64], [0.20, 0.08, 0.00], [-0.03, 0.00, 0.22], [0.15, -0.30, 0.52], [-0.36, -0.38, 0.12], [0.19, 0.16, 0.65], [-0.48, 0.53, 0.33], [0.60, -0.34, -0.12], [1.36, 0.64, -0.43], [-0.66, -0.52, 0.03], [-1.53, 0.07, 0.60], [0.06, -0.25, 0.21], [-0.25, 0.07, 0.20], [0.34, -0.04, -0.07], [0.53, 0.45, 0.15], [-0.11, 0.22, -0.48], [-0.34, -0.29, -0.08], [0.87, 0.43, 0.11], [-2.08, -1.07, 1.42], [0.33, 0.76, -0.40], [0.36, 1.05, -0.69], [-0.92, -0.40, -0.42], [0.50, 0.15, 0.21], [0.49, -0.49, -0.22], [-0.04, -0.45, -0.41], [0.11, 0.00, 0.55], [0.38, 0.01, -0.15], [-0.58, -1.17, 0.60], [-2.42, -2.01, -1.33], [1.46, 0.00, -0.94], [1.64, 1.62, 0.65], [-0.03, 0.64, -0.15], [0.11, 0.27, 0.26], [0.16, 0.02, -0.33], [-0.51, 0.14, 0.04], [0.18, -0.11, 0.11], [0.01, 0.61, 1.11], [0.14, 0.81, -0.70], [-0.10, -1.10, -1.83], [0.92, -0.77, 0.75], [0.67, 0.04, 0.35], [-0.25, -0.23, 0.09], [0.26, 0.20, 0.23], [-0.09, -0.17, 0.96], [-1.04, 0.21, -0.20], [-0.41, 0.50, 0.14], [-0.10, 0.52, 0.22], [0.32, -0.27, 0.82], [-1.69, 1.55, 0.19], [0.77, -1.86, -0.93], [0.32, 0.14, -0.54], [0.28, 0.43, 0.47]]}


{"formula": "C10H17O8", "method": "ωB97M-V/def2-TZVPD", "molar_mass_g_mol": 265.24, "max_force_ev_per_a": 3.31, "e_homo_ha": 0.099, "charge": -3, "total_energy_ev": -27017.007, "homo_lumo_gap_ev": 3.480, "symbols": ["O", "H", "H", "H", "C", "C", "C", "O", "C", "C", "C", "O", "O", "O", "H", "H", "C", "C", "O", "H", "H", "H", "H", "H", "C", "C", "O", "H", "H", "H", "H", "H", "O", "H", "H"], "positions_angstrom": [[1.3084, 0.4359, 1.1162], [0.4022, -0.0547, 1.0928], [1.9188, -0.1836, 0.6426], [1.2964, 1.3232, 0.6263], [-2.7605, -2.1248, 2.0196], [-1.8262, -1.1185, 1.5157], [-2.4781, 0.2304, 1.0645], [-1.9007, 0.8183, 0.1535], [-3.7604, 0.5616, 1.5978], [-4.5780, -0.4112, 2.1834], [-4.0921, -1.8611, 2.2626], [-4.8787, -2.8438, 2.5219], [-5.6292, -0.0555, 2.7970], [-0.6225, -1.3490, 1.2976], [-2.4017, -3.1443, 2.0914], [-4.0818, 1.5932, 1.5622], [0.6287, -2.3301, -3.7021], [0.3802, -1.1667, -2.7110], [-0.8907, -0.8760, -2.3692], [0.1843, -3.2976, -3.4416], [1.7078, -2.5149, -3.8234], [0.2065, -2.1060, -4.6880], [0.7982, -0.2444, -3.1750], [1.0924, -1.2437, -1.8573], [3.0380, 3.1271, 0.8020], [2.0455, 3.5722, -0.3017], [1.0119, 2.7054, -0.5854], [3.3037, 2.1113, 0.4909], [2.6751, 3.0554, 1.8319], [3.9409, 3.7509, 0.8046], [2.6753, 3.5615, -1.2165], [1.8026, 4.6414, -0.1423], [2.8684, -1.2824, -0.0537], [3.8056, -1.0685, -0.1085], [2.8098, -2.2110, -0.2985]], "forces_ev_per_angstrom": [[0.25, -0.01, 0.24], [-0.89, -0.48, -0.14], [-0.34, 0.14, -0.04], [-0.96, 0.59, -1.13], [2.73, 1.67, -0.84], [-2.40, -1.31, 0.51], [-0.05, -0.55, -1.01], [0.46, 0.54, 0.87], [0.70, -0.90, 0.02], [-0.41, 1.76, 1.52], [-1.59, -2.18, -0.04], [0.35, 1.73, -0.04], [-0.28, -0.88, -0.32], [1.12, 0.76, 0.21], [0.00, -0.07, 0.08], [-0.21, 0.00, -0.18], [0.10, -0.32, -0.29], [-1.41, 1.54, 0.13], [0.66, -1.34, -0.57], [-0.16, 0.12, 0.51], [0.20, 0.09, -0.09], [0.00, 0.24, -0.03], [0.65, 0.02, -0.71], [0.11, -0.78, 0.47], [0.03, -0.32, -0.25], [-0.33, -1.20, -1.07], [1.11, 0.26, 2.08], [0.37, -0.02, 0.20], [-0.38, 0.17, -0.09], [0.08, 0.03, -0.03], [0.59, 0.56, -0.12], [-0.43, 0.22, 0.23], [0.92, -0.24, 0.14], [-0.05, 0.13, -0.06], [-0.54, 0.06, -0.15]]}